(1)
Formula: C21H26CoNO4
Source: the OMol25 dataset
Level of theory: ωB97M-V/def2-TZVPD

Results
Multiplicity = 5
Expectation value of S² = 6.009
HOMO (alpha / beta) = -6.8 / -9.0 eV
Maximum force = 0.0123 Eh/bohr
LUMO energy (alpha / beta) = 0.40 / 0.23 eV
Orbital gap (alpha / beta) = 7.17 / 9.28 eV

```
53
Properties=species:S:1:pos:R:3:mulliken_charge:R:1
Co -0.85 1.71 0.45 0.220
O 0.40 -0.04 0.10 -0.666
C -0.14 -1.27 0.63 3.005
C -1.30 -0.89 1.63 -0.160
O -1.85 -1.80 2.21 -0.638
O -1.58 0.36 1.72 -0.860
C 0.92 -2.00 1.44 -0.702
C 0.73 -3.32 1.81 -0.097
C 1.67 -3.97 2.59 -0.968
C 2.82 -3.30 3.01 -0.362
C 3.01 -1.98 2.64 -1.019
C 2.07 -1.33 1.86 -0.113
C -0.67 -2.07 -0.55 -0.277
C -2.00 -1.98 -0.94 -0.261
C -2.44 -2.61 -2.09 -0.978
C -1.55 -3.32 -2.88 -0.437
C -0.22 -3.41 -2.50 -0.854
C 0.22 -2.79 -1.34 -0.086
H 0.90 -0.25 -0.70 0.463
H -0.17 -3.84 1.50 0.466
H 1.51 -5.00 2.88 0.395
H 3.55 -3.81 3.61 0.402
H 3.90 -1.46 2.96 0.419
H 2.22 -0.30 1.58 0.389
H -2.70 -1.41 -0.33 0.467
H -3.48 -2.53 -2.38 0.418
H -1.89 -3.81 -3.78 0.423
H 0.48 -3.98 -3.10 0.409
H 1.26 -2.88 -1.04 0.443
C -1.61 3.57 -3.39 -1.857
C -0.88 2.53 -2.53 2.842
C 0.52 3.06 -2.18 -1.443
C -0.73 1.24 -3.36 -1.371
C -1.66 2.21 -1.28 -1.510
H -1.02 3.82 -4.28 0.408
H -1.79 4.48 -2.83 0.402
H -2.58 3.18 -3.72 0.421
H 1.16 3.13 -3.06 0.410
H 1.00 2.40 -1.45 0.103
H 0.44 4.05 -1.73 0.383
H -0.17 1.43 -4.29 0.427
H -1.71 0.83 -3.62 0.371
H -0.19 0.47 -2.79 0.159
H -2.74 2.14 -1.46 0.635
C 1.56 3.52 3.62 -1.175
C 0.56 2.65 2.92 0.837
N -0.11 1.76 3.65 -0.222
O 0.38 2.78 1.69 -0.672
H 1.56 3.38 4.69 0.361
H 1.34 4.56 3.38 0.305
H 2.55 3.30 3.23 0.284
H 0.07 1.64 4.63 0.186
H -0.78 1.14 3.18 0.273
```


(2)
Formula: CH2ClO3S
Source: the OMol25 dataset
Level of theory: ωB97M-V/def2-TZVPD

Results
HOMO = -3.8 eV
Maximum force = 0.0539 Eh/bohr
Total charge = -1
LUMO energy = 3.55 eV
Orbital gap = 7.37 eV

```
8
Properties=species:S:1:pos:R:3:mulliken_charge:R:1
C -0.89 0.51 -0.25 -0.086
O -2.44 -1.69 0.02 -0.631
O -3.45 0.54 0.65 -0.568
O -0.47 0.26 -1.58 -0.484
S -2.77 -0.23 -0.38 0.498
Cl -0.20 2.24 0.17 -0.337
H -0.28 -0.08 0.36 0.327
H 0.45 0.53 -1.69 0.280
```


(3)
Formula: C11H15Cl2FeO2Yb
Source: the OMol25 dataset
Level of theory: ωB97M-V/def2-TZVPD

Results
Multiplicity = 7
Expectation value of S² = 12.058
HOMO (alpha / beta) = -4.5 / -5.0 eV
Maximum force = 0.1292 Eh/bohr
Total charge = -1
LUMO energy (alpha / beta) = 1.99 / 1.58 eV
Orbital gap (alpha / beta) = 6.49 / 6.54 eV

```
32
Properties=species:S:1:pos:R:3:mulliken_charge:R:1
Fe 0.71 -0.40 -1.03 0.681
Cl 0.75 -1.08 -3.23 -0.550
C 1.62 -1.84 0.30 -0.975
H 1.05 -1.86 1.24 0.222
H 2.65 -1.41 0.50 0.231
H 1.61 -2.81 -0.27 0.220
Yb 3.45 2.41 -0.94 1.045
C 2.40 4.21 -1.88 -1.312
C 5.44 1.62 -1.90 -1.246
C 2.44 1.74 0.75 -0.752
H 6.07 1.34 -1.03 0.288
H 5.33 0.74 -2.56 0.281
H 5.94 2.42 -2.45 0.281
H 2.07 4.76 -0.96 0.286
H 3.08 4.85 -2.44 0.324
H 1.50 3.99 -2.49 0.275
H 2.72 0.69 1.18 0.233
H 1.31 1.89 1.26 0.152
Cl -6.68 -3.37 1.32 -0.239
C -5.22 -2.44 1.25 0.426
C -4.73 -1.77 2.38 -0.492
C -3.50 -1.06 2.29 -0.320
C -2.78 -1.04 1.09 0.147
C -3.32 -1.65 -0.07 -0.456
C -4.54 -2.39 0.03 -0.526
C -1.43 -0.33 1.10 0.414
O -0.85 -0.09 2.10 -0.562
O -0.96 -0.26 -0.17 -0.655
H -5.32 -1.83 3.31 0.350
H -3.14 -0.57 3.17 0.434
H -2.80 -1.57 -1.00 0.467
H -4.90 -2.90 -0.89 0.330
```


(4)
Formula: C35H55N4OP2SZr
Source: the OMol25 dataset
Level of theory: ωB97M-V/def2-TZVPD

Results
HOMO (alpha / beta) = -15.7 / -15.6 eV
Maximum force = 0.1745 Eh/bohr
Total charge = +3
LUMO energy (alpha / beta) = -10.78 / -10.92 eV
Orbital gap (alpha / beta) = 4.89 / 4.71 eV

```
99
Properties=species:S:1:pos:R:3:mulliken_charge:R:1
C -1.68 -1.59 -2.26 -0.016
C 0.60 -2.00 -2.04 0.763
C -1.75 -2.40 -3.39 -0.768
C 0.52 -3.04 -2.99 -1.296
C -0.65 -3.22 -3.70 -0.862
H -2.65 -2.37 -3.99 0.552
H 1.41 -3.63 -3.17 0.609
H -0.73 -3.95 -4.50 0.496
N -0.58 -1.60 -1.47 0.609
P -2.78 -0.04 -0.21 2.857
P 2.66 -0.46 -0.44 1.222
C -2.75 -0.55 -1.99 -1.155
H -2.53 0.36 -2.59 0.535
H -3.72 -0.92 -2.32 0.532
C 0.10 1.68 1.41 0.509
O 0.34 2.75 1.84 -0.182
C 1.87 -1.36 -1.75 -1.224
H 2.68 -2.07 -2.01 0.858
C 4.06 0.20 -1.69 1.917
C 3.54 -1.27 1.14 1.915
C -3.46 1.72 -0.25 1.576
C -4.05 -1.32 0.37 1.856
C 3.93 1.71 -1.50 -1.428
H 4.09 2.03 -0.46 0.306
H 4.68 2.21 -2.14 0.501
H 2.94 2.06 -1.81 0.230
C 5.49 -0.31 -1.42 -1.887
H 5.89 -0.10 -0.43 0.335
H 5.58 -1.39 -1.63 0.445
H 6.16 0.19 -2.14 0.474
C 3.82 -0.18 -3.17 -1.697
H 4.48 0.44 -3.79 0.599
H 4.06 -1.23 -3.38 0.415
H 2.80 0.02 -3.50 0.078
C 4.39 -0.14 1.76 -1.477
H 3.75 0.69 2.07 0.223
H 4.91 -0.52 2.66 0.523
H 5.15 0.26 1.09 0.179
C 2.51 -1.68 2.20 -1.632
H 1.97 -0.81 2.60 0.117
H 1.77 -2.41 1.84 0.349
H 3.03 -2.14 3.06 0.633
C 4.36 -2.50 0.72 -1.639
H 5.21 -2.24 0.09 0.326
H 4.76 -2.99 1.62 0.513
H 3.73 -3.23 0.18 0.331
C -4.50 -0.92 1.78 -1.843
H -5.13 -1.73 2.18 0.604
H -3.65 -0.79 2.47 0.209
H -5.10 0.00 1.78 0.265
C -3.36 -2.70 0.37 -1.273
H -3.02 -2.99 -0.63 0.255
H -2.51 -2.73 1.06 0.091
H -4.10 -3.44 0.71 0.595
C -5.28 -1.46 -0.54 -1.707
H -5.99 -2.12 -0.02 0.511
H -5.80 -0.52 -0.75 0.329
H -5.04 -1.95 -1.50 0.461
C -2.62 2.57 -1.22 -1.826
H -2.86 2.35 -2.27 0.386
H -2.87 3.63 -1.04 0.623
H -1.54 2.45 -1.08 0.165
C -3.30 2.28 1.18 -1.440
H -2.24 2.31 1.48 -0.022
H -3.69 3.30 1.19 0.572
H -3.85 1.69 1.92 0.287
C -4.93 1.77 -0.69 -1.950
H -5.07 1.34 -1.69 0.342
H -5.61 1.28 0.03 0.395
H -5.22 2.83 -0.74 0.534
Zr -0.21 -0.22 0.39 -2.205
N 0.45 0.96 -1.24 0.364
C 1.06 0.77 -2.30 -0.064
C 0.98 1.58 -3.51 0.452
C 0.78 2.95 -3.29 -0.260
C 0.96 1.04 -4.81 -0.190
C 0.67 3.82 -4.38 -1.057
H 0.68 3.31 -2.27 0.503
C 0.89 1.91 -5.90 -1.013
H 0.99 -0.03 -4.95 0.558
C 0.75 3.29 -5.68 -0.522
H 0.54 4.89 -4.20 0.444
H 0.94 1.52 -6.92 0.457
H 0.69 3.98 -6.52 0.450
S -0.82 -1.60 2.52 -0.599
C -1.00 -0.49 3.87 0.660
N -2.04 -0.65 4.72 -0.097
C -2.17 0.09 5.96 -0.630
C -1.54 1.46 5.83 -0.626
C -0.15 1.36 5.28 -0.595
N -0.14 0.49 4.10 0.138
H -2.53 -1.53 4.61 0.341
H -1.69 -0.47 6.77 0.334
H -3.24 0.16 6.20 0.401
H -1.52 1.95 6.81 0.381
H -2.16 2.09 5.18 0.251
H 0.53 0.95 6.03 0.337
H 0.24 2.33 4.98 0.394
H 0.62 0.62 3.43 -0.293
```


How do the records compare in total energy? In the order shown, they have -2554.2888, -1123.4229, -3921.2979, -2787.8707 Ha.